(1)
17
Properties=species:S:1:pos:R:3:forces:R:3:nbo_charge:R:1 method="wB97M-V/def2-TZVPD" total_charge=+1 gap_ev=12.2015 e_lumo_ev=-3.218 energy_ev=-6835.2369
C -1.85722 -1.82039 0.96089 -0.413 -1.856 -0.078 -0.292
O -0.97221 -0.79670 1.50496 -2.864 -0.320 1.670 -0.777
H -1.89323 -2.78167 1.64520 -0.247 2.209 -1.135 0.215
H -2.87309 -1.46570 0.58623 1.196 -0.154 1.200 0.214
H -1.39865 -2.17818 0.03509 0.260 0.031 0.073 0.175
H -1.48114 -0.44456 2.30142 1.383 -0.340 -1.431 0.524
C 1.06101 2.16453 -0.66652 1.172 -0.059 -2.446 -0.640
C 0.78161 0.70166 -1.20141 -0.495 2.530 0.514 -0.254
N 0.94102 -0.27650 -0.08810 1.955 0.841 0.399 -0.682
H 2.10202 2.36253 -0.16620 -2.010 -0.932 -0.723 0.241
H 1.14942 2.78806 -1.67261 -0.723 -0.802 2.414 0.253
H 0.21903 2.38064 -0.02153 0.147 0.899 0.074 0.227
H -0.20960 0.51908 -1.63155 -0.337 0.615 0.790 0.228
H 1.32478 0.60777 -2.12783 1.405 -1.190 0.399 0.242
H 1.29884 -1.05681 -0.51328 1.229 -2.988 -1.358 0.419
H 0.12244 -0.62426 0.42730 -0.726 0.989 0.444 0.470
H 1.68496 -0.07948 0.62792 -0.932 0.527 -0.804 0.437



(2)
30
Properties=species:S:1:pos:R:3:forces:R:3:nbo_charge:R:1 method="wB97M-V/def2-TZVPD" total_charge=0 gap_ev=9.5723 e_lumo_ev=-0.066 energy_ev=-20799.3611
O 22.01705 -11.90948 11.58810 0.178 1.097 0.644 -0.985
H 21.48985 -12.68907 11.50596 -0.434 -0.759 -0.160 0.456
H 21.63429 -11.41922 12.36620 0.406 -0.408 -0.748 0.495
O 22.90072 -8.00030 11.93711 0.141 1.568 0.012 -0.947
H 22.92730 -8.75132 11.39050 -0.258 -2.574 -0.486 0.482
H 23.24123 -7.40895 11.25906 0.057 0.958 0.410 0.472
O 20.84388 -10.35755 13.47859 0.618 -0.914 -0.007 -0.957
H 19.91367 -10.33631 13.30440 -1.436 -0.751 -0.043 0.481
H 21.01763 -9.45197 13.28861 1.133 1.370 0.024 0.484
O 18.33936 -12.94095 13.35550 0.592 -0.125 -0.048 -0.956
H 19.29894 -13.06154 13.50304 -0.796 -0.004 0.013 0.481
H 17.92558 -13.78253 13.58910 0.232 0.188 0.007 0.478
O 21.97648 -11.28411 16.02873 1.459 -2.530 -0.385 -0.957
H 21.93481 -10.52348 16.54977 -0.489 1.857 1.016 0.471
H 21.26947 -11.24415 15.40722 -0.743 0.552 -0.503 0.482
O 20.13187 -7.47229 14.02518 0.661 -0.416 -0.134 -0.975
H 20.68734 -6.85870 14.52070 0.057 -0.263 0.105 0.513
H 19.37969 -6.99603 13.72237 -0.880 1.014 -0.271 0.476
O 17.63498 -10.97674 15.52282 -0.264 -0.448 0.846 -0.934
H 17.52880 -11.10047 14.59801 0.066 -0.421 -1.616 0.499
H 16.74457 -10.90557 15.84555 -0.495 0.189 0.513 0.482
O 18.29340 -9.51598 13.09328 1.020 1.591 0.104 -0.949
H 18.58873 -9.27991 12.20046 -0.480 -0.386 -0.194 0.475
H 18.80743 -8.81911 13.59396 -1.025 -1.140 -0.062 0.488
O 19.66620 -9.53578 16.00282 -0.396 -0.266 0.701 -1.007
H 18.92758 -10.10869 15.67006 0.768 0.837 0.463 0.486
H 20.05567 -9.02921 15.29896 0.123 0.098 -0.286 0.467
O 22.71220 -8.02861 14.77946 0.102 -0.027 3.007 -0.956
H 22.70672 -7.74839 13.89891 0.389 0.651 -2.377 0.483
H 23.26053 -7.40594 15.29371 -0.308 -0.537 -0.545 0.471



(3)
83
Properties=species:S:1:pos:R:3:forces:R:3:lowdin_charge:R:1 method="wB97M-V/def2-TZVPD" total_charge=-2 gap_ev=6.3831 e_lumo_ev=3.515 energy_ev=-74159.9726
Rb -0.73397 -0.99213 -1.55842 -0.006 0.040 -0.001 0.819
C -4.05820 0.72029 1.96363 0.003 0.008 0.007 -0.050
C -2.68365 0.68122 1.35209 0.002 -0.021 0.048 -0.294
N -2.02500 -0.39698 1.13408 -0.047 0.026 -0.082 -0.013
N -2.61805 -1.56995 1.50239 0.017 -0.069 0.079 0.028
C -1.78435 -2.60604 1.36624 -0.027 0.047 0.025 -0.515
O -0.60670 -2.62359 0.94897 -0.031 0.009 -0.073 -0.131
C -2.38665 -3.91922 1.81979 0.015 -0.019 0.010 -0.134
C -1.55462 -5.02982 1.91428 0.001 0.001 -0.002 -0.030
C -2.05411 -6.25396 2.33722 0.001 0.002 0.001 -0.100
C -3.39734 -6.38215 2.66315 -0.002 -0.001 0.000 -0.121
C -4.23545 -5.27790 2.56478 -0.005 0.000 0.002 -0.104
C -3.73323 -4.05351 2.14956 0.009 -0.001 0.000 -0.039
C -2.02632 1.96154 0.98881 0.014 0.004 -0.023 -0.221
C -2.75892 3.15193 0.96245 -0.019 -0.001 0.000 -0.033
C -2.12438 4.33825 0.63945 0.005 -0.002 -0.016 -0.085
C -0.77251 4.31645 0.34457 -0.011 -0.002 -0.013 -0.073
C -0.12318 3.09043 0.39003 0.017 -0.007 0.009 -0.132
N -0.71529 1.94793 0.70820 -0.003 -0.035 0.001 0.129
H -4.27889 -0.25289 2.39272 -0.001 0.006 -0.001 0.051
H -4.81694 0.94096 1.20685 -0.001 0.004 0.001 0.083
H -4.12617 1.48987 2.73619 -0.003 -0.001 0.001 0.070
H -0.51377 -4.90315 1.64473 0.001 -0.001 -0.001 0.111
H -1.39495 -7.11144 2.40758 0.001 0.000 -0.001 0.091
H -3.79134 -7.33832 2.98775 -0.001 0.001 0.000 0.087
H -5.28668 -5.37323 2.81114 0.001 -0.001 0.000 0.090
H -4.36957 -3.18311 2.07004 0.000 0.001 -0.001 0.098
H -3.81905 3.14143 1.17211 0.005 0.002 -0.004 0.099
H -2.68610 5.26339 0.59616 0.001 0.001 0.002 0.103
H -0.23422 5.21140 0.06428 0.000 0.002 0.002 0.099
H 0.93504 3.02668 0.15812 0.018 -0.012 -0.004 0.098
O -3.47951 5.08066 -6.16453 -0.015 -0.004 0.004 -0.083
C -3.06472 3.94317 -6.47788 0.038 0.013 -0.007 -0.702
O -2.98969 3.41136 -7.60293 -0.012 -0.006 0.002 -0.069
C -2.56663 3.07572 -5.29310 -0.015 0.000 -0.013 -0.115
C -2.60348 3.56672 -3.99074 -0.002 0.000 0.015 -0.026
C -2.15185 2.76852 -2.95762 0.009 0.005 -0.027 -0.142
N -1.66591 1.53574 -3.12986 -0.040 -0.006 0.016 0.062
C -1.63308 1.06016 -4.38105 0.003 0.007 0.014 -0.209
C -2.07373 1.79286 -5.47873 0.002 -0.006 0.005 0.045
C -1.06848 -0.35200 -4.45767 0.037 -0.009 0.017 -0.771
O -1.88572 -1.28972 -4.37975 0.018 -0.003 0.013 -0.068
O 0.18978 -0.43489 -4.45115 0.021 -0.009 -0.024 -0.175
H -2.98732 4.56386 -3.82088 0.001 0.000 -0.001 0.099
H -2.17158 3.12607 -1.93263 0.001 0.013 0.034 0.078
H -2.04000 1.38279 -6.47919 0.001 0.000 0.000 0.120
O 1.53780 -0.45838 0.17935 0.003 -0.011 0.019 -0.621
S 1.07533 -0.46003 1.59633 0.000 0.008 -0.056 0.984
C 2.07651 0.82450 2.37760 -0.008 0.018 0.037 -0.349
C 1.75585 1.25940 3.65521 0.006 -0.003 -0.013 -0.079
C 2.48810 2.28664 4.22978 0.003 0.000 0.002 -0.092
C 3.52444 2.88260 3.52042 0.001 0.002 0.004 -0.101
C 3.82496 2.45181 2.23565 -0.006 -0.005 0.000 -0.077
C 3.09662 1.42033 1.65726 0.007 0.002 -0.029 -0.068
C 1.93756 -1.83661 2.37355 -0.017 -0.034 0.031 -0.352
C 1.39479 -2.40290 3.51520 -0.003 0.019 -0.009 -0.081
C 2.02836 -3.48789 4.10306 0.005 -0.006 -0.004 -0.088
C 3.18319 -4.00736 3.53263 0.005 -0.004 0.001 -0.101
C 3.70016 -3.44875 2.37015 -0.004 0.004 0.001 -0.079
C 3.07355 -2.35980 1.78198 0.002 0.021 -0.009 -0.052
H 0.92900 0.80462 4.18929 -0.001 0.000 0.000 0.110
H 2.24119 2.63350 5.22568 0.002 0.003 -0.001 0.096
H 4.08836 3.69284 3.96610 -0.001 0.001 0.000 0.093
H 4.62211 2.92477 1.67555 0.001 0.001 0.000 0.102
H 3.29161 1.07736 0.64762 -0.005 0.011 0.004 0.094
H 0.46210 -2.02041 3.91407 0.002 0.000 0.003 0.115
H 1.60480 -3.94546 4.98848 0.001 0.000 0.000 0.098
H 3.66949 -4.86444 3.98260 -0.001 0.001 0.001 0.093
H 4.58674 -3.87110 1.91353 0.001 0.001 -0.003 0.099
H 3.43034 -1.92424 0.85596 0.004 -0.008 0.000 0.111
C 3.30007 0.11971 -5.00326 0.000 -0.011 -0.001 -0.344
Sb 2.74146 -0.44546 -3.00970 -0.008 0.009 -0.005 1.289
C 1.93996 1.46961 -2.48420 -0.009 0.014 -0.004 -0.318
C 4.69966 0.04914 -2.16955 0.004 -0.013 -0.005 -0.367
H 3.77445 1.10234 -4.99961 0.000 0.001 0.008 -0.004
H 2.38011 0.15055 -5.58435 0.004 0.002 -0.002 -0.013
H 3.98532 -0.61141 -5.43465 0.000 -0.001 -0.001 -0.015
H 2.64233 2.24999 -2.78368 0.002 0.000 0.004 0.006
H 1.77985 1.50183 -1.40720 0.004 0.002 0.020 -0.036
H 0.98916 1.60609 -2.99731 0.013 -0.004 -0.001 -0.011
H 5.00108 1.05814 -2.45944 -0.007 0.002 -0.002 -0.011
H 5.45614 -0.65851 -2.51597 -0.004 0.000 0.002 -0.022
H 4.65394 -0.00840 -1.07943 0.002 0.003 -0.002 -0.035



(4)
22
Properties=species:S:1:pos:R:3:forces:R:3:nbo_charge:R:1 method="wB97M-V/def2-TZVPD" total_charge=0 gap_ev=8.8455 e_lumo_ev=0.740 energy_ev=-9974.4027
C 0.25963 -0.45716 1.80306 -3.051 -1.585 2.621 -0.209
N -0.30997 -0.98646 0.61472 0.510 -0.943 -3.808 -0.668
C -1.61897 -0.67799 0.04448 -0.649 1.557 -1.938 -0.207
C -1.96441 -1.36511 -1.38442 0.888 1.057 1.196 -0.611
C 1.56111 -1.14360 2.35028 -0.697 1.885 -0.607 -0.616
H -0.59272 -0.71774 2.50094 1.009 0.291 0.825 0.140
H 0.15367 0.61866 1.84698 0.998 0.497 -0.416 0.194
H -0.12090 -1.96046 0.43602 0.322 -0.029 0.350 0.361
H -1.71250 0.42233 -0.18444 0.292 -0.839 0.561 0.189
H -2.48460 -0.92640 0.65427 -0.019 -0.151 0.705 0.157
H -2.98038 -1.15803 -1.77220 0.272 -0.400 0.927 0.215
H -1.70513 -2.39376 -1.29270 -0.531 -1.205 0.041 0.191
H -1.34338 -1.04554 -2.20205 0.706 0.678 -0.009 0.222
H 1.50969 -2.23933 2.21497 0.329 0.662 -0.175 0.216
H 2.41923 -0.59628 1.87919 -0.369 -1.191 0.291 0.211
H 1.59803 -0.91865 3.43196 0.050 -0.214 -0.500 0.220
H 1.91947 4.49699 -1.42469 1.739 -1.444 -2.041 0.451
H 0.90775 4.47742 -2.21338 0.332 -1.099 -2.106 0.457
O 1.82820 4.11421 -2.38835 -2.020 2.522 4.117 -0.907
H 1.34010 0.85830 -2.26510 0.659 0.085 -0.537 0.468
H 0.78716 0.64909 -0.89579 0.104 -0.711 1.280 0.473
O 0.54892 0.94951 -1.75375 -0.874 0.576 -0.778 -0.944



Values for M, g mol⁻¹, ordered as above
78.1; 180.2; 858.0; 109.2